{
  "formula": "C40H112N10O12Sr",
  "method": "wB97M-V/def2-TZVPD",
  "symbols": ["Sr", "O", "H", "O", "H", "C", "C", "C", "O", "C", "N", "H", "H", "H", "H", "H", "H", "H", "H", "H", "H", "H", "C", "C", "C", "O", "C", "N", "H", "H", "H", "H", "H", "H", "H", "H", "H", "H", "H", "C", "C", "C", "O", "C", "N", "H", "H", "H", "H", "H", "H", "H", "H", "H", "H", "H", "C", "C", "C", "O", "C", "N", "H", "H", "H", "H", "H", "H", "H", "H", "H", "H", "H", "C", "C", "C", "O", "C", "N", "H", "H", "H", "H", "H", "H", "H", "H", "H", "H", "H", "C", "C", "C", "O", "C", "N", "H", "H", "H", "H", "H", "H", "H", "H", "H", "H", "H", "C", "C", "C", "O", "C", "N", "H", "H", "H", "H", "H", "H", "H", "H", "H", "H", "H", "C", "C", "C", "O", "C", "N", "H", "H", "H", "H", "H", "H", "H", "H", "H", "H", "H", "C", "C", "C", "O", "C", "N", "H", "H", "H", "H", "H", "H", "H", "H", "H", "H", "H", "C", "C", "C", "O", "C", "N", "H", "H", "H", "H", "H", "H", "H", "H", "H", "H", "H"],
  "coordinates": [[0.1573, 0.0332, 0.3807], [-1.8834, 0.2506, -0.8802], [-2.7812, 0.2374, -1.2654], [2.2066, -0.4157, 1.4610], [2.6157, -0.1766, 2.3154], [-4.5805, 4.1596, 0.4982], [-3.5240, 3.7011, 1.6875], [-4.1229, 3.7635, 3.1130], [-4.4070, 5.1292, 3.3433], [-4.3381, 5.6234, 4.6571], [-2.8604, 2.3750, 1.4937], [-4.3411, 3.8364, -0.5149], [-4.7179, 5.2398, 0.4499], [-5.5147, 3.6960, 0.8152], [-2.7329, 4.4421, 1.8025], [-3.3189, 3.4548, 3.7812], [-4.9329, 3.0460, 3.2436], [-3.3529, 5.6261, 5.1235], [-4.9972, 4.9732, 5.2324], [-4.7058, 6.6490, 4.6874], [-2.5145, 2.4989, 0.5529], [-3.6156, 1.7352, 1.2925], [4.0416, -5.2464, 1.4515], [3.8923, -3.6899, 1.1399], [4.1493, -3.5226, -0.3674], [5.2915, -4.2215, -0.8379], [6.5482, -3.6157, -0.8619], [2.5397, -3.2051, 1.5561], [5.0897, -5.4650, 1.2467], [3.3747, -5.8269, 0.8140], [3.7343, -5.5541, 2.4510], [4.5053, -3.1268, 1.8437], [4.0880, -2.4436, -0.5094], [3.3505, -3.9839, -0.9482], [6.4814, -2.8149, -1.5984], [7.3354, -4.3140, -1.1459], [6.8337, -3.3077, 0.1439], [2.5981, -2.2012, 1.4611], [2.6213, -3.4220, 2.5391], [-3.3697, 3.4657, -3.6977], [-2.2005, 2.5468, -3.4185], [-0.9840, 2.7259, -4.3767], [-1.3345, 2.1365, -5.6320], [-0.3024, 2.1340, -6.5947], [-1.9531, 2.6742, -2.0318], [-3.2467, 4.5484, -3.7233], [-4.1478, 3.3178, -2.9489], [-3.7033, 3.2352, -4.7095], [-2.7386, 1.6047, -3.5237], [-0.0226, 2.3897, -3.9885], [-0.9986, 3.7928, -4.5995], [0.5843, 2.6523, -6.2296], [-0.6728, 2.7407, -7.4210], [0.0011, 1.2154, -7.0968], [-1.5253, 1.7781, -1.8473], [-2.8371, 2.4630, -1.5915], [4.5593, 2.6828, 2.0388], [5.3431, 1.6509, 1.3178], [6.8732, 2.0637, 1.1839], [7.3829, 1.1475, 0.2614], [8.5840, 1.5801, -0.3387], [5.0807, 0.3832, 1.9172], [4.3352, 3.5737, 1.4522], [5.2323, 3.0135, 2.8299], [3.6861, 2.1804, 2.4552], [5.0018, 1.5747, 0.2854], [7.3074, 1.8284, 2.1555], [7.0342, 3.0944, 0.8679], [8.6772, 2.6547, -0.4955], [8.7951, 1.1105, -1.2994], [9.4899, 1.3659, 0.2285], [5.6993, -0.3773, 1.6741], [4.1413, 0.0941, 1.6847], [-2.3804, -0.9518, -5.6673], [-1.5879, -1.5368, -4.5008], [-0.3642, -2.2965, -4.9416], [-0.8370, -3.5646, -5.4487], [0.1263, -4.4944, -5.8688], [-1.2388, -0.3819, -3.7575], [-3.1301, -0.2144, -5.3804], [-2.8314, -1.7537, -6.2518], [-1.6886, -0.4646, -6.3545], [-2.1989, -2.2135, -3.9034], [0.2663, -2.5383, -4.0860], [0.2443, -1.7299, -5.6465], [0.8390, -4.8845, -5.1421], [0.7341, -4.0731, -6.6695], [-0.3788, -5.3861, -6.2400], [-1.1253, 0.3786, -4.4123], [-1.8664, -0.1417, -3.0034], [-0.2321, -4.6098, -1.7488], [-0.8289, -3.2998, -1.1299], [-2.2832, -3.6561, -0.5094], [-2.1534, -4.5910, 0.5374], [-3.3235, -5.1793, 1.0441], [-0.0649, -2.7384, -0.0958], [-0.8735, -4.9274, -2.5708], [-0.3196, -5.3928, -0.9956], [0.7679, -4.5340, -2.1759], [-1.0156, -2.4232, -1.7503], [-2.9707, -3.9234, -1.3119], [-2.8262, -2.7727, -0.1735], [-3.8665, -5.3487, 0.1142], [-3.8549, -4.4220, 1.6205], [-3.2835, -6.0295, 1.7249], [0.8200, -3.2225, -0.1465], [-0.3298, -3.0980, 0.8101], [-1.4168, -2.2988, 3.0042], [-1.2602, -0.9682, 3.8152], [-0.0654, -1.0686, 4.7345], [0.0462, -2.3812, 5.2955], [0.3560, -2.4377, 6.7136], [-1.1431, 0.1074, 2.8064], [-1.9256, -2.2000, 2.0453], [-2.1493, -2.9086, 3.5331], [-0.5418, -2.9410, 2.9051], [-2.2008, -0.8791, 4.3588], [-0.0814, -0.3026, 5.5098], [0.8149, -0.8475, 4.1310], [0.0953, -3.3920, 7.1711], [-0.1341, -1.6273, 7.2532], [1.4459, -2.4457, 6.7254], [-0.8590, 0.9603, 3.2669], [-2.0843, 0.3450, 2.5273], [1.6870, 4.5863, 1.2353], [1.3115, 3.0851, 1.7046], [1.0357, 2.7351, 3.1999], [-0.0944, 3.4566, 3.7358], [-0.7801, 2.9322, 4.8880], [0.1878, 2.6901, 0.9068], [1.0278, 5.3153, 1.7066], [1.5785, 4.6700, 0.1539], [2.6533, 4.9105, 1.6216], [2.1073, 2.3722, 1.4891], [1.8553, 3.0319, 3.8543], [0.8228, 1.6763, 3.3470], [-0.1583, 2.5469, 5.6961], [-1.4886, 2.1339, 4.6668], [-1.3272, 3.6536, 5.4949], [0.1291, 3.2953, 0.1004], [-0.6025, 2.9914, 1.4589], [2.0765, 2.3734, -1.9666], [2.1513, 0.9934, -2.5657], [3.5890, 0.3372, -2.5375], [3.6276, -0.9111, -3.1837], [4.8699, -1.6034, -3.2107], [1.0491, 0.1772, -2.0150], [2.6011, 3.0971, -2.5904], [2.5221, 2.4249, -0.9731], [1.0501, 2.6199, -1.6949], [1.9146, 1.0387, -3.6287], [3.8294, 0.1684, -1.4879], [4.2368, 1.1089, -2.9535], [4.6828, -2.6770, -3.2332], [5.4288, -1.2892, -2.3292], [5.4633, -1.4061, -4.1035], [0.2509, 0.0991, -2.6289], [1.3591, -0.7466, -2.2805], [-5.1943, 0.7044, -0.5680], [-5.1239, 0.0459, 0.8364], [-6.0185, -1.2547, 0.9104], [-5.7428, -1.9381, 2.0820], [-6.1952, -1.3536, 3.3263], [-3.7589, -0.3151, 1.0285], [-5.1595, 0.0122, -1.4092], [-4.3260, 1.3443, -0.7251], [-6.0806, 1.2925, -0.8064], [-5.5339, 0.6802, 1.6223], [-5.7563, -2.0737, 0.2407], [-7.0890, -1.1022, 0.7729], [-7.2849, -1.3346, 3.3438], [-5.6848, -0.4090, 3.5146], [-5.7785, -1.9265, 4.1547], [-3.0582, -0.2294, 0.3061], [-3.6869, -1.2876, 1.2917]],
  "mulliken_charge": [-0.62, 0.67, -1.07, 0.02, -0.09, -1.32, 0.46, -0.11, -0.38, -0.77, 0.45, 0.22, 0.41, 0.30, 0.43, -0.07, 0.36, 0.22, 0.34, 0.30, -0.29, -0.71, -1.54, 0.41, 0.50, -0.54, -0.56, -0.23, 0.38, 0.30, 0.41, 0.36, 0.02, -0.19, 0.13, 0.27, 0.27, -0.13, 0.32, -1.90, 1.92, -1.08, -0.40, -0.94, -0.27, 0.36, 0.35, 0.49, 0.09, 0.26, 0.62, 0.32, 0.37, 0.28, -0.49, -0.49, -1.12, 1.46, -1.01, -0.19, -0.88, -0.72, 0.30, 0.49, 0.03, -0.43, 0.39, 0.44, 0.32, 0.27, 0.34, 0.32, -0.21, -1.49, 0.50, -0.51, -0.40, -0.81, 0.52, 0.34, 0.42, 0.28, 0.27, 0.03, 0.58, 0.24, 0.34, 0.30, -0.31, -1.04, -1.67, 1.69, -0.83, -0.36, -0.71, 0.62, 0.42, 0.43, 0.33, -1.03, 0.94, 0.10, 0.36, 0.11, 0.25, -0.40, -0.21, -1.28, 0.59, -0.65, -0.37, -0.79, 2.80, -0.07, 0.58, 0.49, 0.46, 0.45, -0.31, 0.26, 0.32, 0.30, -1.43, -0.75, -1.71, 1.18, -0.82, -0.40, -0.87, 0.64, 0.42, 0.37, 0.49, -0.62, 0.85, 0.02, 0.31, 0.26, 0.38, 0.10, -0.59, -0.78, 0.11, -0.38, -0.34, -0.71, 2.94, 0.63, -0.05, -0.06, 0.30, 0.00, 0.37, 0.32, 0.19, 0.29, -1.03, -0.21, -0.87, 0.64, -1.11, -0.22, -0.66, 0.92, 0.40, -0.13, 0.41, 0.13, 0.26, 0.41, 0.32, 0.19, 0.25, -0.63, -0.03],
  "lumo_ev": 0.530,
  "gap_ha": 0.3265,
  "homo_ev": -8.35,
  "spin_multiplicity": 1,
  "e_above_lowest_ev": 0.000
}